Formula: C2H2N3S2
Source: OMol25
Level of theory: wB97M-V/def2-TZVPD

ΔE to the lowest compared entry with this formula, charge and spin	24.6	kcal per mole
spin multiplicity	1
HOMO energy (spin up / spin down)	-14.90 / -14.90	eV
charge	+1
E_tot	-28235.50766	eV

Geometry (Å):
S  1.857  -1.490  -0.754
N  -0.992  1.459  0.580
C  1.471  0.129  -0.573
N  -0.553  -1.253  0.688
H  -1.588  -1.121  0.714
H  0.636  2.153  -0.649
N  -2.071  1.323  0.488
C  0.940  1.197  -0.690
S  0.301  -2.397  0.196